Record 1
{"formula": "C4H34NO11", "method": "the ωB97M-V functional and the def2-TZVPD basis", "species": ["H", "H", "O", "O", "H", "H", "H", "H", "O", "H", "H", "H", "H", "O", "H", "O", "C", "C", "C", "H", "H", "C", "H", "H", "N", "H", "H", "O", "O", "H", "H", "H", "H", "O", "H", "H", "H", "H", "H", "H", "H", "H", "H", "O", "O", "H", "O", "H", "H", "H"], "coordinates": [[-0.649704, 4.357626, 0.035229], [3.371415, -0.248843, -0.213020], [1.796284, -0.164873, -1.446774], [-0.368495, 3.468023, 0.362215], [1.374855, -3.952706, -2.383730], [0.941219, 3.381006, -3.561733], [-2.259496, -2.021459, -0.176453], [-0.095617, 3.549009, 1.249911], [-0.961647, -1.898467, -2.201914], [-1.512887, -2.589005, -2.728748], [1.352033, -4.056157, -0.752605], [-0.343365, 2.490191, -3.757368], [-2.496251, 1.803944, 1.934147], [1.352668, 3.093657, 3.390844], [-0.900156, 0.020728, 0.876036], [1.237724, 0.544019, 2.911521], [-2.584064, -1.410025, 0.844171], [-2.319924, 0.563983, -0.533135], [-1.995281, 0.020012, 0.833396], [-2.012324, 0.548733, -4.413802], [3.936864, -3.701558, 0.694517], [-2.583470, 0.797974, 1.976740], [2.017793, 0.280281, -2.233267], [-2.053471, 0.742530, 3.076995], [-0.918476, 0.898461, -1.123718], [-0.962293, 1.331846, -1.970497], [-2.252246, -2.072134, 1.622836], [-2.061353, 1.348717, -3.801260], [1.706363, -1.964789, 2.444451], [1.662106, -1.028300, -1.452070], [0.983777, 0.830202, 3.722956], [-0.091832, -2.433948, -2.173087], [1.370168, -2.479719, 3.244250], [0.614801, 2.390211, -3.470544], [3.748429, 0.177522, 1.248443], [3.727703, -2.127690, 0.545448], [0.942455, 2.868443, 4.196933], [-0.441848, 0.020816, -1.187198], [-3.537784, 0.377276, 2.158673], [-0.445275, 1.538068, -0.377912], [-2.867942, 1.705422, -4.114313], [-3.673857, -1.418950, 0.732458], [-2.840793, -0.188493, -1.108547], [4.128850, -0.455352, 0.445552], [3.306103, -2.997707, 0.749147], [2.168560, 2.935909, 3.408875], [1.253781, -3.447063, -1.601557], [2.209697, -2.530220, 1.798065], [-2.927870, 1.452021, -0.367415], [0.954095, -0.349170, 2.646857]], "forces_ev_per_angstrom": [[0.4574, -1.1566, 0.6513], [1.6203, -0.4139, 0.9715], [0.4068, 5.8594, 2.7651], [-1.0393, 0.5276, -2.3629], [0.4311, -1.1529, -0.7811], [-0.7497, -3.1190, 0.3554], [-0.4818, 1.6479, 2.5142], [0.6894, 0.3304, 1.8432], [0.2907, -2.9394, -1.8166], [1.0045, 2.0114, 1.3769], [-0.1801, 1.8947, -2.8832], [1.5222, -0.4734, 0.2863], [-0.4980, 3.3999, -1.0114], [-10.1848, 3.1242, -1.7023], [-0.1448, -0.4805, 0.5597], [1.1805, -0.9240, -4.4794], [1.2216, -1.8386, -3.2814], [0.9694, 1.0497, 0.2880], [0.1685, -1.8180, 0.4675], [0.4440, 1.2896, 1.3339], [0.6571, -0.3336, 0.0094], [1.9236, -2.4447, 3.6470], [0.2995, 0.1419, -1.7973], [-0.7429, -0.8783, -2.6935], [-1.5704, 0.2515, 5.0112], [0.0139, 1.5479, -3.1529], [-0.0615, 0.0563, 0.7077], [1.0046, -2.3163, -1.1289], [-1.1355, -1.0654, 1.3668], [-0.6038, -6.2131, -0.9623], [-1.4431, 0.6280, 3.4418], [-1.4640, 1.0796, 0.5492], [1.0116, 0.7187, -1.9584], [-0.7479, 3.4632, -0.6481], [1.6291, -2.6198, -2.6720], [0.2272, -0.2199, 0.2835], [-0.3839, -0.1944, 1.3859], [0.6743, -0.5553, -0.3093], [-1.3523, 0.4274, 0.2186], [-0.6954, -0.9575, -1.8380], [-1.4843, 1.1052, -0.2046], [0.0928, 0.2805, 0.5012], [0.2538, 0.2586, -0.6081], [-3.4472, 3.1269, 1.5453], [-0.5773, 0.2734, -0.5517], [10.4447, -2.1819, 0.4033], [0.0049, -0.6170, 3.4193], [-0.2905, -0.0049, 0.9523], [0.2429, 0.2984, -0.8167], [0.3918, 0.1262, 0.8047]], "mulliken_charge": [0.267, 0.397, -0.664, -0.563, 0.300, 0.345, 0.149, 0.262, -0.574, 0.272, 0.311, 0.339, 0.535, -0.498, -0.085, -0.521, -1.484, -0.823, 1.383, 0.308, 0.270, -1.632, 0.241, 0.202, 0.338, 0.062, 0.424, -0.624, -0.621, 0.329, 0.268, 0.310, 0.275, -0.652, 0.377, 0.378, 0.284, 0.070, 0.437, 0.280, 0.284, 0.440, 0.333, -0.805, -0.619, 0.235, -0.643, 0.356, 0.489, 0.256], "max_force_ev_per_a": 10.8, "homo_ha": -0.4725, "total_charge": 1}

---

Record 2
{"formula": "C4H35AlNO13", "method": "the ωB97M-V functional and the def2-TZVPD basis", "species": ["H", "H", "H", "O", "H", "H", "H", "O", "H", "H", "H", "H", "H", "H", "H", "C", "O", "O", "H", "O", "H", "O", "O", "C", "H", "O", "H", "Al", "H", "H", "H", "O", "H", "H", "N", "O", "H", "C", "O", "O", "O", "H", "H", "H", "H", "H", "H", "C", "H", "H", "H", "H", "H", "H"], "coordinates": [[0.434218, -0.074999, 2.976252], [-5.694902, 1.346701, 2.562133], [-0.014912, 1.157418, 1.230311], [0.633240, 0.376027, 3.808950], [2.695069, -2.938415, -0.381691], [0.604243, 1.306064, 3.568687], [1.739317, -2.200036, 0.541308], [3.520483, 0.082483, 1.352240], [-4.561292, -4.291795, -3.123712], [-3.924484, -0.477223, -1.326211], [3.993727, -2.577044, -2.398538], [-2.793351, 0.822631, -1.608297], [-0.659127, -3.881343, 0.588464], [-2.264503, 3.086405, -1.165935], [-1.224627, -2.597304, -1.371769], [-3.105591, 0.087833, -0.863160], [0.145565, -5.299067, -2.479054], [2.372836, 2.521684, 0.253717], [-0.133397, -4.967330, -0.334317], [-3.840076, -3.663255, -3.028560], [-3.734239, -3.556066, -2.076129], [-5.401788, 0.757495, 1.861361], [-2.269782, 6.107821, -0.350795], [-0.996670, -0.337612, 0.221588], [-5.082637, -0.027091, 2.318067], [-0.835502, -4.787290, 0.302090], [2.172031, 3.874195, 2.970930], [-0.780570, 2.503605, -0.843121], [-0.558132, -5.955324, -2.494133], [6.147226, 3.230185, 0.170958], [0.209798, 3.691378, -0.454474], [3.725214, -3.447937, -2.086429], [-1.629779, 6.796065, -0.552466], [-3.532868, 0.572198, 0.009973], [-2.063509, -0.876022, -0.509084], [2.886911, 4.505735, 2.838598], [0.112233, -4.893652, -3.350291], [-0.944752, 1.071867, 0.662154], [5.420745, 3.363280, 0.786065], [-0.070705, -1.113993, 0.509798], [2.495298, -2.801683, 0.553995], [-0.695473, -1.113486, -2.146864], [4.037442, -0.609335, 1.773881], [-1.746739, 1.330175, 1.362895], [4.537094, -3.850242, -1.762732], [2.989051, 2.976844, 0.839132], [2.830060, 1.701660, 0.039654], [-1.553597, -1.602711, -1.683505], [-2.309825, 6.083513, 0.608940], [3.210916, 4.704974, 3.721201], [2.624199, -0.276182, 1.344740], [5.576810, 4.229786, 1.172991], [-0.320364, 1.682306, -2.174387], [-2.370531, -1.753893, -2.385419]], "forces_ev_per_angstrom": [[-0.0515, -0.0078, -0.0015], [0.0446, 0.0451, -0.0087], [0.0360, 0.0275, -0.0853], [0.0031, -0.1001, -0.0033], [0.0776, -0.0930, 0.0335], [-0.0186, 0.0012, -0.0884], [-0.3396, 0.0248, 0.0191], [0.0235, 0.0308, 0.0841], [-0.0204, 0.0108, 0.0021], [0.0364, -0.0153, 0.0959], [-0.0561, 0.0346, 0.0169], [0.1512, 0.1431, 0.2162], [0.0045, 0.0219, -0.0154], [-0.0789, -0.0426, 0.0844], [0.0387, 0.0475, -0.0611], [-0.6134, -0.5336, -0.5116], [0.0647, -0.2472, -0.0874], [0.0610, -0.0351, 0.0638], [-0.0245, 0.1441, -0.0757], [-0.0824, -0.1092, 0.0171], [0.1241, 0.0322, -0.0134], [-0.1185, -0.0603, 0.0556], [-0.2389, 0.3372, -0.0249], [0.1474, -0.3672, 0.9508], [0.0820, -0.0014, -0.0465], [-0.0054, 0.0140, 0.1016], [-0.0076, -0.0332, -0.1649], [-0.3518, 0.0606, -0.3426], [-0.0805, 0.0692, 0.0558], [-0.0430, -0.0191, -0.0541], [-0.0958, 0.1510, 0.1601], [0.0586, 0.0455, -0.1116], [0.1140, -0.0975, -0.0012], [0.2470, 0.1247, 0.0417], [0.4746, 1.3146, -0.3362], [0.0551, 0.1088, 0.0644], [0.0311, 0.1535, 0.0545], [0.0082, -0.0681, 0.2956], [0.1471, 0.0044, 0.0879], [0.4593, -0.1806, -0.2964], [0.0038, 0.0307, -0.0343], [-0.2044, 0.2412, -0.1345], [-0.0345, -0.1095, -0.0928], [-0.2681, 0.0408, -0.3785], [-0.0290, -0.0215, 0.0690], [0.1369, -0.0284, -0.1015], [0.0919, -0.0166, 0.1526], [-0.1260, -1.0347, 0.5183], [0.0878, -0.1504, 0.0086], [-0.0099, -0.0685, 0.0229], [-0.0083, 0.0402, -0.0513], [-0.1212, 0.0216, 0.0123], [0.1387, -0.1283, -0.0199], [0.0795, 0.2474, -0.1419]], "mulliken_charge": [0.379, 0.302, -0.196, -0.671, 0.375, 0.331, 0.362, -0.592, 0.286, 0.359, 0.330, 0.352, 0.298, -0.284, 0.099, -1.154, -0.597, -0.416, 0.317, -0.624, 0.334, -0.623, -0.590, 0.186, 0.311, -0.672, 0.302, 0.278, 0.307, 0.274, -0.322, -0.686, 0.298, 0.373, 0.255, -0.614, 0.288, -0.375, -0.560, -0.568, -0.641, 0.267, 0.258, 0.403, 0.315, 0.230, 0.235, -0.860, 0.289, 0.299, 0.327, 0.286, -0.287, 0.424], "max_force_ev_per_a": 1.4, "homo_ha": -0.1710, "total_charge": -1}